# 1
{"formula": "C23H33F15O13S", "method": "the ωB97M-V functional and the def2-TZVPD basis", "symbols": ["O", "S", "O", "O", "C", "C", "C", "H", "H", "H", "H", "H", "H", "H", "H", "C", "C", "O", "C", "O", "C", "F", "F", "F", "H", "H", "H", "H", "H", "C", "C", "O", "C", "O", "C", "F", "F", "F", "H", "H", "H", "H", "H", "C", "C", "O", "C", "O", "C", "F", "F", "F", "H", "H", "H", "H", "H", "C", "C", "O", "C", "O", "C", "F", "F", "F", "H", "H", "H", "H", "H", "C", "C", "O", "C", "O", "C", "F", "F", "F", "H", "H", "H", "H", "H"], "coordinates": [[11.02, -28.53, -16.09], [10.69, -27.59, -17.13], [11.65, -27.24, -18.14], [9.36, -28.13, -17.90], [8.98, -27.41, -19.06], [7.49, -27.50, -19.28], [10.04, -26.08, -16.37], [9.47, -27.83, -19.94], [9.29, -26.36, -19.01], [7.23, -27.44, -20.33], [6.91, -26.78, -18.70], [7.14, -28.50, -18.98], [10.05, -25.32, -17.14], [10.66, -25.89, -15.50], [8.99, -26.28, -16.14], [8.59, -28.54, -24.04], [8.63, -28.61, -22.52], [7.55, -29.34, -21.92], [7.47, -30.65, -22.00], [8.12, -31.32, -22.75], [6.51, -31.25, -20.95], [7.07, -32.22, -20.25], [6.05, -30.35, -20.11], [5.51, -31.82, -21.62], [8.46, -29.50, -24.52], [9.56, -28.16, -24.37], [7.75, -27.94, -24.38], [8.52, -27.62, -22.07], [9.56, -29.04, -22.16], [4.03, -28.25, -17.63], [4.27, -29.31, -16.53], [5.56, -29.14, -15.93], [5.68, -28.25, -14.97], [4.76, -27.79, -14.34], [7.13, -27.95, -14.54], [7.25, -28.25, -13.24], [8.02, -28.62, -15.25], [7.34, -26.63, -14.70], [3.84, -27.25, -17.23], [3.01, -28.48, -17.98], [4.73, -28.30, -18.45], [4.17, -30.29, -16.98], [3.53, -29.22, -15.75], [0.06, -30.37, -13.33], [1.38, -29.69, -13.64], [1.25, -28.27, -13.84], [0.77, -27.85, -14.99], [0.77, -28.42, -16.04], [0.36, -26.36, -14.91], [0.63, -25.74, -16.05], [-0.96, -26.32, -14.69], [0.97, -25.70, -13.93], [0.33, -31.42, -13.22], [-0.71, -30.21, -14.08], [-0.42, -30.08, -12.40], [1.94, -30.15, -14.44], [1.97, -29.72, -12.72], [3.86, -24.23, -15.65], [5.24, -24.54, -16.21], [6.20, -23.59, -15.81], [7.37, -23.62, -16.43], [7.62, -24.22, -17.42], [8.37, -22.61, -15.82], [8.77, -21.78, -16.81], [7.83, -21.89, -14.85], [9.47, -23.23, -15.40], [3.87, -24.19, -14.56], [3.26, -25.11, -15.89], [3.47, -23.33, -16.11], [5.16, -24.65, -17.30], [5.56, -25.56, -15.95], [6.09, -21.61, -13.13], [7.50, -21.55, -12.50], [7.85, -22.73, -11.79], [8.09, -23.81, -12.50], [7.78, -23.99, -13.64], [8.64, -24.99, -11.67], [9.37, -25.78, -12.46], [9.37, -24.55, -10.65], [7.65, -25.76, -11.20], [5.37, -22.25, -12.61], [6.22, -21.94, -14.15], [5.62, -20.62, -13.14], [7.51, -20.72, -11.80], [8.24, -21.25, -13.25]], "charge": 0, "total_energy_ev": -102600.8705, "smiles": "CCOC(=O)C(F)(F)F.CCOC(=O)C(F)(F)F.CCOC(=O)C(F)(F)F.CCOC(=O)C(F)(F)F.CCOC(=O)C(F)(F)F.CCOS(C)(=O)=O", "e_homo_ev": -11.02, "de_lowest_kcal_mol": 5.53}


# 2
{"formula": "C23H33I2N3OReSb", "method": "the ωB97M-V functional and the def2-TZVPD basis", "symbols": ["Re", "I", "C", "C", "C", "I", "C", "O", "C", "C", "N", "C", "C", "C", "C", "C", "C", "N", "C", "H", "H", "H", "H", "H", "H", "H", "H", "H", "H", "H", "N", "C", "H", "C", "C", "C", "Sb", "C", "C", "C", "C", "C", "C", "H", "H", "H", "H", "H", "H", "H", "H", "H", "H", "H", "H", "H", "H", "H", "H", "H", "H", "H", "H", "H"], "coordinates": [[0.22, 0.24, -0.67], [5.69, 3.58, 3.24], [4.50, 2.60, 1.95], [4.98, 1.46, 1.26], [4.18, 0.81, 0.36], [4.83, -0.86, -0.65], [2.86, 1.31, 0.12], [2.11, 0.72, -0.77], [2.37, 2.45, 0.81], [1.03, 3.01, 0.41], [-0.11, 2.05, 0.53], [-0.42, 1.69, 1.95], [0.23, 0.39, 2.34], [0.46, 0.08, 3.67], [0.99, -1.16, 3.99], [1.30, -2.05, 2.97], [1.05, -1.67, 1.67], [0.52, -0.48, 1.35], [3.18, 3.08, 1.71], [5.98, 1.11, 1.45], [1.07, 3.32, -0.63], [0.81, 3.90, 1.01], [-0.91, 2.55, 0.16], [-1.50, 1.59, 2.04], [-0.11, 2.49, 2.62], [0.21, 0.79, 4.45], [1.17, -1.43, 5.02], [1.72, -3.02, 3.17], [1.27, -2.33, 0.84], [2.84, 3.96, 2.24], [0.71, -2.54, -2.21], [0.54, -1.54, -1.66], [0.87, -3.42, -2.67], [-2.47, -0.21, -0.83], [-2.61, -0.09, -2.35], [-3.99, 0.43, -2.74], [-0.93, 1.10, -2.99], [-1.69, 3.10, -3.24], [-0.66, 3.99, -3.94], [-2.14, 3.69, -1.91], [-0.28, 0.33, -4.88], [-1.26, 0.71, -5.99], [1.15, 0.79, -5.17], [-3.20, -0.90, -0.39], [-2.58, 0.74, -0.31], [-1.54, -0.76, -0.48], [-2.46, -1.08, -2.79], [-4.20, 1.41, -2.32], [-4.77, -0.25, -2.38], [-4.10, 0.49, -3.82], [-2.56, 2.96, -3.89], [0.25, 4.10, -3.34], [-1.08, 4.99, -4.08], [-0.38, 3.61, -4.92], [-1.28, 3.94, -1.28], [-2.82, 3.03, -1.35], [-2.68, 4.62, -2.08], [-0.30, -0.75, -4.73], [-1.31, 1.79, -6.14], [-2.27, 0.34, -5.79], [-0.93, 0.26, -6.93], [1.21, 1.87, -5.32], [1.51, 0.31, -6.08], [1.85, 0.52, -4.37]], "multiplicity": 4, "charge": 3, "total_energy_ev": -55745.7582, "e_homo_ev": [-16.83, -16.99], "de_lowest_kcal_mol": 4.85}


# 3
{"formula": "C23H33N3O2", "method": "the ωB97M-V functional and the def2-TZVPD basis", "symbols": ["C", "C", "H", "H", "O", "C", "O", "C", "C", "C", "N", "C", "C", "H", "H", "H", "H", "C", "C", "N", "C", "C", "N", "C", "C", "H", "H", "H", "H", "H", "H", "H", "H", "H", "H", "H", "H", "H", "C", "C", "H", "H", "C", "C", "C", "C", "C", "C", "C", "H", "H", "H", "H", "H", "H", "H", "H", "H", "H", "H", "H"], "coordinates": [[1.58, 3.90, 1.22], [1.47, 2.93, 0.06], [0.77, 3.30, -0.70], [2.44, 2.77, -0.42], [0.99, 1.68, 0.55], [1.09, 0.63, -0.26], [1.58, 0.68, -1.36], [0.48, -0.62, 0.38], [0.40, -1.76, -0.64], [-0.61, -1.44, -1.75], [-1.94, -1.10, -1.28], [-1.87, 0.00, -0.34], [-0.94, -0.27, 0.85], [-0.92, 0.60, 1.50], [-1.34, -1.11, 1.43], [-2.88, 0.20, 0.03], [-1.52, 0.88, -0.89], [-2.70, -2.25, -0.79], [-4.12, -1.89, -0.57], [-4.69, -1.81, 0.61], [-5.98, -1.45, 0.38], [-6.19, -1.31, -0.96], [-5.00, -1.59, -1.57], [-4.74, -1.52, -2.98], [-4.22, -0.14, -3.39], [-4.06, -0.11, -4.46], [-3.27, 0.04, -2.88], [-4.93, 0.63, -3.11], [-4.01, -2.28, -3.25], [-5.68, -1.73, -3.51], [-7.06, -1.04, -1.52], [-6.67, -1.33, 1.19], [-2.63, -3.03, -1.56], [-2.32, -2.66, 0.15], [-0.68, -2.29, -2.43], [-0.24, -0.58, -2.32], [1.37, -1.92, -1.11], [0.11, -2.67, -0.12], [1.32, -1.00, 1.63], [2.64, -1.74, 1.38], [3.04, -2.02, 2.36], [2.44, -2.66, 0.84], [3.70, -0.95, 0.61], [4.11, 0.37, 1.21], [4.13, 0.60, 2.58], [4.55, 1.81, 3.09], [4.98, 2.82, 2.23], [4.98, 2.59, 0.87], [4.54, 1.38, 0.36], [4.54, 1.21, -0.70], [5.31, 3.37, 0.19], [5.31, 3.77, 2.63], [4.55, 1.98, 4.15], [3.81, -0.17, 3.27], [3.35, -0.77, -0.41], [4.59, -1.58, 0.53], [0.70, -1.65, 2.25], [1.51, -0.09, 2.19], [1.93, 4.86, 0.86], [2.29, 3.51, 1.95], [0.62, 4.02, 1.70]], "charge": 0, "total_energy_ev": -32953.0596, "smiles": "CCOC(=O)C1(CCCc2ccccc2)CCN(Cc2nccn2CC)CC1", "e_homo_ev": -8.37, "de_lowest_kcal_mol": 38.26}


# 4
{"formula": "C23H33N3O4", "method": "the ωB97M-V functional and the def2-TZVPD basis", "symbols": ["C", "C", "N", "C", "O", "C", "N", "C", "O", "O", "C", "C", "H", "H", "H", "C", "H", "H", "H", "C", "H", "H", "H", "C", "C", "C", "C", "C", "C", "C", "C", "H", "H", "H", "H", "H", "H", "H", "H", "H", "H", "H", "C", "O", "N", "H", "C", "H", "C", "H", "C", "C", "H", "C", "H", "H", "H", "H", "H", "H", "H", "H", "H"], "coordinates": [[0.85, -3.00, 2.85], [0.00, -2.40, 1.75], [0.45, -1.05, 1.43], [0.21, -0.45, 0.25], [-0.41, -0.98, -0.65], [0.69, 1.00, 0.16], [1.20, 1.26, -1.17], [2.20, 0.51, -1.69], [2.66, 0.67, -2.80], [2.62, -0.41, -0.79], [3.59, -1.41, -1.17], [3.06, -2.23, -2.35], [2.06, -2.59, -2.13], [3.72, -3.07, -2.54], [3.02, -1.61, -3.25], [3.71, -2.30, 0.07], [4.01, -1.70, 0.92], [4.46, -3.07, -0.10], [2.76, -2.77, 0.28], [4.93, -0.76, -1.51], [5.66, -1.52, -1.73], [4.82, -0.10, -2.37], [5.28, -0.17, -0.66], [0.62, 2.32, -1.98], [0.40, 3.54, -1.13], [0.75, 4.82, -1.53], [0.52, 5.89, -0.68], [-0.05, 5.68, 0.56], [-0.39, 4.40, 0.97], [-0.17, 3.33, 0.12], [-0.50, 1.91, 0.47], [-1.35, 1.58, -0.14], [-0.78, 1.81, 1.52], [-0.83, 4.23, 1.94], [-0.22, 6.52, 1.22], [0.78, 6.89, -0.99], [1.20, 4.98, -2.50], [-0.34, 1.98, -2.39], [1.30, 2.51, -2.81], [1.49, 1.17, 0.89], [0.94, -0.56, 2.16], [0.06, -3.00, 0.83], [-1.49, -2.32, 2.18], [-1.85, -2.45, 3.33], [-2.31, -2.09, 1.14], [-1.89, -1.89, 0.23], [-3.72, -1.80, 1.28], [-4.05, -2.32, 2.18], [-3.97, -0.28, 1.38], [-3.03, 0.23, 1.55], [-4.61, 0.14, 0.04], [-4.34, -1.04, -0.90], [-3.33, -0.97, -1.31], [-4.46, -2.25, 0.02], [-5.51, -2.43, 0.26], [-4.03, -3.15, -0.40], [-5.05, -1.07, -1.73], [-5.68, 0.27, 0.17], [-4.19, 1.07, -0.33], [-4.63, -0.05, 2.22], [0.66, -2.47, 3.78], [0.58, -4.04, 3.00], [1.90, -2.93, 2.61]], "charge": 0, "total_energy_ev": -37049.9628, "smiles": "C[C@H](NC(=O)[C@@H]1Cc2ccccc2CN1C(=O)OC(C)(C)C)C(=O)NC1CCCC1", "e_homo_ev": -9.31, "de_lowest_kcal_mol": 4.14}


# 5
{"formula": "C23H33N3O5S2", "method": "the ωB97M-V functional and the def2-TZVPD basis", "symbols": ["C", "H", "H", "H", "C", "N", "S", "O", "O", "C", "C", "C", "C", "C", "C", "H", "N", "S", "O", "O", "C", "C", "C", "C", "C", "C", "H", "H", "C", "C", "H", "H", "H", "C", "H", "H", "H", "H", "H", "H", "H", "N", "C", "H", "C", "H", "O", "C", "H", "C", "H", "H", "H", "H", "H", "H", "H", "C", "C", "H", "H", "H", "H", "H", "H", "H"], "coordinates": [[-1.13, -2.07, 2.28], [-0.20, -1.87, 1.75], [-1.67, -1.14, 2.41], [-0.89, -2.48, 3.26], [-1.98, -3.08, 1.51], [-2.24, -2.74, 0.13], [-1.21, -3.39, -0.99], [-1.70, -3.01, -2.29], [-1.08, -4.79, -0.69], [0.38, -2.62, -0.74], [1.35, -3.26, 0.02], [2.58, -2.66, 0.19], [2.90, -1.42, -0.39], [1.87, -0.77, -1.12], [0.63, -1.38, -1.29], [-0.14, -0.89, -1.86], [2.09, 0.53, -1.61], [2.00, 1.76, -0.46], [2.53, 1.27, 0.78], [2.60, 2.91, -1.06], [0.24, 2.05, -0.27], [-0.42, 1.53, 0.82], [-1.78, 1.74, 0.94], [-2.48, 2.47, -0.02], [-1.78, 2.98, -1.11], [-0.42, 2.77, -1.24], [0.14, 3.19, -2.06], [-2.30, 3.56, -1.86], [-3.96, 2.71, 0.14], [-4.74, 2.40, -1.14], [-5.81, 2.42, -0.94], [-4.47, 1.42, -1.52], [-4.53, 3.14, -1.91], [-4.19, 4.16, 0.58], [-3.67, 4.37, 1.51], [-3.83, 4.85, -0.18], [-5.26, 4.34, 0.73], [-4.33, 2.05, 0.93], [-2.31, 1.36, 1.80], [0.14, 0.97, 1.56], [1.52, 0.77, -2.41], [4.14, -0.89, -0.26], [5.00, -1.18, 0.87], [4.41, -1.59, 1.69], [5.62, 0.14, 1.34], [6.32, -0.03, 2.16], [6.37, 0.75, 0.31], [5.53, 1.06, -0.78], [6.17, 1.51, -1.54], [4.86, -0.20, -1.32], [4.18, 0.05, -2.13], [5.64, -0.88, -1.70], [4.76, 1.78, -0.48], [4.82, 0.81, 1.67], [5.79, -1.88, 0.59], [3.34, -3.19, 0.75], [1.13, -4.23, 0.43], [-2.86, -1.47, -0.19], [-4.26, -1.36, 0.41], [-4.85, -2.23, 0.14], [-4.22, -1.28, 1.49], [-4.75, -0.47, 0.02], [-2.92, -1.46, -1.27], [-2.24, -0.63, 0.14], [-1.48, -4.05, 1.47], [-2.94, -3.22, 2.02]], "charge": 0, "total_energy_ev": -60764.0706, "smiles": "CCN(CC)S(=O)(=O)c1ccc(N2CCOCC2)c(NS(=O)(=O)c2ccc(C(C)C)cc2)c1", "e_homo_ev": -7.87, "de_lowest_kcal_mol": 43.88}


# 6
{"formula": "C23H33N5O4S", "method": "the ωB97M-V functional and the def2-TZVPD basis", "symbols": ["C", "C", "C", "H", "H", "C", "N", "C", "O", "C", "C", "N", "H", "H", "C", "N", "S", "C", "O", "N", "H", "H", "C", "C", "C", "C", "C", "C", "C", "H", "H", "O", "C", "H", "H", "H", "H", "H", "H", "H", "H", "C", "O", "N", "H", "C", "C", "H", "H", "C", "C", "H", "H", "H", "C", "H", "H", "H", "H", "H", "H", "H", "H", "H", "H", "H"], "coordinates": [[-2.34, -3.89, 3.87], [-1.28, -3.32, 2.93], [-1.82, -3.16, 1.51], [-2.16, -4.12, 1.13], [-2.69, -2.49, 1.51], [-0.76, -2.63, 0.55], [-0.24, -1.34, 0.98], [1.08, -1.25, 1.28], [1.87, -2.13, 0.93], [1.57, -0.11, 2.04], [2.94, 0.17, 2.19], [3.95, -0.45, 1.57], [3.74, -1.34, 1.14], [4.88, -0.20, 1.87], [3.10, 1.28, 3.08], [1.99, 1.77, 3.58], [0.68, 1.00, 3.03], [4.42, 1.81, 3.48], [5.47, 1.34, 3.06], [4.36, 2.85, 4.33], [3.46, 3.18, 4.64], [5.21, 3.27, 4.67], [-1.17, -0.23, 1.01], [-0.66, 1.03, 0.35], [-1.30, 2.24, 0.63], [-0.88, 3.41, 0.05], [0.20, 3.42, -0.83], [0.84, 2.22, -1.13], [0.40, 1.04, -0.54], [0.91, 0.13, -0.79], [1.68, 2.18, -1.80], [0.54, 4.63, -1.35], [1.62, 4.70, -2.25], [1.43, 4.12, -3.15], [1.71, 5.75, -2.52], [2.56, 4.37, -1.79], [-1.37, 4.35, 0.27], [-2.13, 2.25, 1.32], [-2.07, -0.56, 0.47], [-1.47, 0.00, 2.04], [0.10, -3.31, 0.55], [-1.30, -2.55, -0.89], [-2.47, -2.74, -1.16], [-0.35, -2.27, -1.79], [0.60, -2.15, -1.48], [-0.61, -2.19, -3.21], [-0.60, -0.76, -3.75], [-0.71, -0.81, -4.84], [0.37, -0.31, -3.54], [-1.70, 0.14, -3.17], [-3.09, -0.39, -3.47], [-3.21, -0.58, -4.54], [-3.29, -1.31, -2.92], [-3.84, 0.34, -3.17], [-1.54, 1.55, -3.73], [-1.69, 1.55, -4.81], [-2.26, 2.23, -3.28], [-0.54, 1.94, -3.52], [-1.57, 0.19, -2.09], [0.15, -2.78, -3.74], [-1.59, -2.65, -3.37], [-0.41, -3.98, 2.92], [-0.95, -2.35, 3.31], [-1.94, -4.00, 4.87], [-3.21, -3.24, 3.91], [-2.66, -4.87, 3.52]], "charge": 0, "total_energy_ev": -50864.6810, "e_homo_ev": -8.26, "de_lowest_kcal_mol": 0.00}


# 7
{"formula": "C23H34AlClN6O11P2Se", "method": "the ωB97M-V functional and the def2-TZVPD basis", "symbols": ["Al", "C", "C", "O", "P", "O", "O", "O", "P", "O", "O", "O", "H", "H", "H", "H", "H", "H", "H", "C", "C", "C", "C", "N", "C", "N", "N", "N", "H", "H", "H", "H", "H", "H", "H", "H", "H", "H", "C", "C", "C", "C", "Cl", "C", "C", "C", "O", "C", "C", "O", "O", "H", "H", "H", "H", "H", "H", "H", "H", "C", "C", "N", "O", "H", "H", "H", "H", "H", "Se", "C", "C", "C", "N", "C", "C", "H", "H", "H", "H"], "coordinates": [[-0.05, 0.34, 0.99], [-3.06, 2.38, 2.99], [-3.10, 0.86, 3.02], [-4.17, 0.42, 3.89], [-1.56, 0.09, 3.73], [-1.97, -1.41, 3.83], [-1.15, 0.57, 5.17], [-0.35, 0.37, 2.86], [-3.06, 0.05, 1.30], [-4.39, 0.57, 0.57], [-3.07, -1.45, 1.54], [-1.91, 0.77, 0.56], [-2.41, 2.81, 3.76], [-4.08, 2.80, 3.07], [-2.72, 2.77, 2.00], [-4.76, 1.21, 4.03], [-2.56, -1.60, 2.95], [-1.72, 0.20, 5.89], [-5.22, 0.06, 0.72], [-1.69, -1.93, -4.37], [-1.67, -0.49, -4.84], [-2.92, 0.27, -4.44], [-0.48, 0.38, -4.61], [-0.12, 0.56, -3.16], [-0.56, 0.09, -1.98], [0.26, 0.57, -1.05], [1.21, 1.36, -1.69], [0.99, 1.37, -2.94], [-2.39, -2.51, -4.97], [-1.97, -1.94, -3.28], [-0.73, -2.40, -4.47], [-1.71, -0.45, -5.97], [-3.13, 0.51, -3.40], [-3.76, -0.39, -4.80], [-3.02, 1.21, -5.02], [-0.65, 1.38, -4.98], [0.39, -0.01, -5.14], [-1.43, -0.49, -1.85], [1.44, 4.59, -0.56], [1.39, 4.86, 0.98], [0.30, 5.48, 1.60], [0.25, 5.70, 3.01], [-1.21, 6.26, 3.74], [1.34, 5.26, 3.75], [2.42, 4.59, 3.20], [2.38, 4.28, 1.85], [3.22, 3.39, 1.26], [3.48, 2.19, 1.96], [2.37, 1.14, 1.78], [2.61, -0.03, 2.04], [1.26, 1.59, 1.21], [0.45, 4.75, -1.05], [1.79, 3.59, -0.77], [2.12, 5.34, -1.07], [-0.54, 5.82, 1.00], [1.26, 5.27, 4.81], [3.29, 4.29, 3.78], [3.70, 2.36, 3.04], [4.42, 1.74, 1.62], [-0.76, -3.54, 1.36], [0.17, -2.41, 1.57], [1.11, -2.38, 2.50], [0.08, -1.38, 0.73], [-1.04, -3.50, 0.30], [-1.64, -3.43, 1.98], [-0.23, -4.48, 1.68], [1.25, -3.17, 3.18], [1.64, -1.50, 2.65], [3.40, -3.02, -2.33], [3.41, -4.89, -2.73], [2.26, -5.61, -2.37], [2.21, -6.94, -2.77], [3.18, -7.55, -3.40], [4.25, -6.88, -3.76], [4.47, -5.56, -3.38], [1.45, -5.08, -1.85], [1.38, -7.56, -2.45], [4.97, -7.42, -4.38], [5.39, -5.05, -3.63]], "charge": 0, "total_energy_ev": -158918.1353, "e_homo_ev": -5.02, "de_lowest_kcal_mol": 8.29}